(1)
4 unconnected molecules or ions with the total composition C17H42ClO10PS3. Source: OMol25; level of theory: ωB97M-V/def2-TZVPD.

Kohn-Sham gap: 9.30 eV
LUMO: 0.36 eV
SMILES: CC(C)CCP(Cl)C[C@@H](C)O.CCOS(C)(=O)=O.CCOS(C)(=O)=O.CCOS(C)(=O)=O
spin multiplicity: 1

Each atom is followed by the atoms it is bonded to, with distances in Å.
Element x y z (Å)
1 C 2.21 1.16 4.16  C2 1.528, H12 1.092, H13 1.094, H14 1.092
2 C 2.01 1.50 2.68  C1 1.528, C3 1.533, C4 1.534, H15 1.094
3 C 1.46 0.28 1.92  C2 1.533, H16 1.089, H17 1.093, H18 1.093
4 C 3.30 2.03 2.05  C2 1.534, C5 1.545, H19 1.098, H20 1.093
5 C 4.42 0.98 1.94  C4 1.545, P6 1.838, H21 1.092, H22 1.091
6 P 5.89 1.45 2.95  C5 1.838, Cl7 2.082, C8 1.847
7 Cl 6.97 -0.33 2.81  P6 2.082
8 C 6.87 2.41 1.72  P6 1.847, C9 1.529, H23 1.091, H24 1.094
9 C 6.26 3.76 1.33  C8 1.529, C10 1.521, O11 1.434, H25 1.094
10 C 6.45 4.80 2.42  C9 1.521, H26 1.092, H27 1.090, H28 1.091
11 O 6.91 4.22 0.14  C9 1.434, H29 0.955
12 H 2.32 2.07 4.76  C1 1.092
13 H 3.10 0.55 4.31  C1 1.094
14 H 1.35 0.61 4.54  C1 1.092
15 H 1.27 2.30 2.62  C2 1.094
16 H 0.37 0.26 1.97  C3 1.089
17 H 1.75 0.29 0.86  C3 1.093
18 H 1.82 -0.65 2.34  C3 1.093
19 H 3.64 2.89 2.65  C4 1.098
20 H 3.08 2.43 1.06  C4 1.093
21 H 4.72 0.79 0.90  C5 1.092
22 H 4.08 0.02 2.34  C5 1.091
23 H 7.04 1.81 0.82  C8 1.091
24 H 7.85 2.59 2.18  C8 1.094
25 H 5.20 3.64 1.12  C9 1.094
26 H 6.31 4.36 3.41  C10 1.092
27 H 5.74 5.63 2.31  C10 1.090
28 H 7.46 5.20 2.35  C10 1.091
29 H 6.28 4.28 -0.57  O11 0.955
30 C -3.87 -2.48 2.55  C31 1.509, H37 1.088, H38 1.090, H39 1.090
31 C -3.47 -2.28 3.99  C30 1.509, O32 1.459, H40 1.090, H41 1.088
32 O -2.21 -2.94 4.31  C31 1.459, S33 1.581
33 S -0.87 -2.25 3.81  O32 1.581, C34 1.758, O35 1.434, O36 1.431
34 C 0.25 -3.15 4.83  S33 1.758, H42 1.086, H43 1.088, H44 1.087
35 O -0.89 -0.87 4.20  S33 1.434
36 O -0.63 -2.58 2.44  S33 1.431
37 H -3.18 -1.99 1.86  C30 1.088
38 H -4.86 -2.05 2.38  C30 1.090
39 H -3.90 -3.54 2.30  C30 1.090
40 H -3.37 -1.23 4.25  C31 1.090
41 H -4.17 -2.75 4.67  C31 1.088
42 H 0.05 -2.91 5.87  C34 1.086
43 H 1.24 -2.82 4.54  C34 1.088
44 H 0.12 -4.21 4.63  C34 1.087
45 C -7.87 -2.38 -2.32  C46 1.512, H52 1.088, H53 1.091, H54 1.090
46 C -6.57 -2.93 -1.77  C45 1.512, O47 1.452, H55 1.090, H56 1.088
47 O -5.42 -2.16 -2.21  C46 1.452, S48 1.587
48 S -5.17 -0.76 -1.51  O47 1.587, C49 1.753, O50 1.435, O51 1.431
49 C -3.49 -0.55 -1.98  S48 1.753, H57 1.087, H58 1.088, H59 1.087
50 O -5.26 -0.94 -0.08  S48 1.435
51 O -5.98 0.25 -2.12  S48 1.431
52 H -8.09 -1.40 -1.92  C45 1.088
53 H -8.68 -3.07 -2.05  C45 1.091
54 H -7.83 -2.31 -3.41  C45 1.090
55 H -6.57 -2.96 -0.68  C46 1.090
56 H -6.36 -3.93 -2.16  C46 1.088
57 H -2.90 -1.33 -1.52  C49 1.087
58 H -3.20 0.43 -1.62  C49 1.088
59 H -3.43 -0.59 -3.07  C49 1.087
60 C 1.42 -0.63 -5.60  C61 1.511, H67 1.088, H68 1.091, H69 1.090
61 C 0.51 0.53 -5.27  C60 1.511, O62 1.455, H70 1.090, H71 1.088
62 O -0.49 0.77 -6.30  C61 1.455, S63 1.583
63 S -1.71 -0.23 -6.38  O62 1.583, C64 1.756, O65 1.435, O66 1.429
64 C -2.77 0.76 -7.37  S63 1.756, H72 1.086, H73 1.088, H74 1.087
65 O -2.27 -0.38 -5.06  S63 1.435
66 O -1.35 -1.41 -7.10  S63 1.429
67 H 0.88 -1.57 -5.61  C60 1.088
68 H 2.21 -0.68 -4.84  C60 1.091
69 H 1.89 -0.48 -6.57  C60 1.090
70 H -0.01 0.39 -4.32  C61 1.090
71 H 1.05 1.47 -5.22  C61 1.088
72 H -3.03 1.66 -6.82  C64 1.086
73 H -3.65 0.16 -7.57  C64 1.088
74 H -2.25 0.99 -8.30  C64 1.087

These are the Mulliken partial charges, in e, on atoms 1 to 4: -1.457, 0.488, -1.380, -1.055



(2)
A gas-phase ion, CH3O4 (charge +1). Source: OMol25; level of theory: ωB97M-V/def2-TZVPD.

relative energy (zero: lowest compared OMol25 entry of this formula, charge and spin): 7.000 eV
Kohn-Sham gap (spin up / spin down): 7.49 / 6.13 eV
LUMO (spin up / spin down): -9.27 / -10.45 eV
spin multiplicity: 1
net charge: +1

Each atom is followed by the atoms it is bonded to, with distances in Å.
Element x y z (Å)
1 C -0.05 -0.37 -0.59  O3 1.361, O4 1.493, H6 1.022, H7 1.154
2 O -0.08 0.29 2.87  O5 1.178
3 O 0.05 0.53 -1.60  C1 1.361, H8 1.042
4 O 0.30 0.30 0.70  C1 1.493, O5 1.451
5 O -0.58 0.05 1.83  O2 1.178, O4 1.451
6 H 0.63 -1.12 -0.76  C1 1.022
7 H -1.05 -0.93 -0.71  C1 1.154
8 H 0.78 1.26 -1.75  O3 1.042

These are the natural (NBO) partial charges, in e, on atoms 1 to 4: 0.172, 0.189, -0.677, -0.065



Number 1: maximum force 0.254 eV/Å. Number 2: maximum force 3.440 eV/Å.